[1]
Here is a single C22H32O5 molecule in a non-equilibrium geometry from OMol25. Energies are from ωB97M-V with the def2-TZVPD basis set.

Computed properties:
Energy above the lowest of the compared OMol25 structures with the same formula, charge and spin (kcal/mol): 411.7
SMILES: C=CCC1=C(CCC(=O)O)C(=O)C(CCC)=C(OC[C@H](C)CC(C)C)C1=O
LUMO (Ha): -0.060
Total energy (eV): -33552.7193
Orbital gap (Eh): 0.23623
HOMO (eV): -8.063

The geometry in XYZ format:
```
59
C22H32O5, DFT ωB97M-V with the def2-TZVPD basis set
C 0.72581 4.40472 1.60059
C 1.10557 4.41255 0.15611
C 2.40996 3.61783 -0.47367
C 2.17348 2.01577 -0.72420
C 3.21133 0.93849 -0.51743
C 4.71111 1.29319 0.04361
C 5.19307 0.16214 1.17780
C 6.58497 -0.60643 0.77931
O 7.27928 -0.47013 -0.35315
O 7.14012 -1.55442 1.79034
C 2.76437 -0.63075 -0.88565
O 3.65597 -1.52899 -1.35369
C 1.18261 -1.10000 -0.65247
C 0.83465 -2.66642 -0.27051
C 1.05223 -3.58698 -1.63942
C 1.57232 -5.12669 -1.30133
C 0.12981 -0.01990 -0.81143
O -1.32754 -0.29836 -0.58542
C -1.52024 0.00132 0.84345
C -3.03992 -0.29476 1.40733
C -3.50880 -1.86982 1.11266
C -4.16279 0.81512 0.96645
C -4.80374 0.60353 -0.52746
C -6.10873 -0.44222 -0.54818
C -5.45536 2.08373 -0.95392
C 0.67384 1.49906 -1.25164
O -0.13793 2.21523 -2.03316
H 1.34726 5.07300 2.34556
H -0.19639 3.81215 2.02680
H 0.43556 5.07245 -0.57511
H 3.35287 3.89256 0.16179
H 2.58829 4.10529 -1.54774
H 5.46884 1.33505 -0.87813
H 4.81043 2.32815 0.58202
H 5.38664 0.73010 2.20035
H 4.37657 -0.64829 1.39100
H 6.38375 -2.17633 2.07964
H 1.52163 -3.12746 0.55803
H -0.30866 -2.72576 -0.02287
H 0.03521 -3.69990 -2.25304
H 1.86235 -3.13598 -2.37306
H 1.70665 -5.69245 -2.34035
H 0.80209 -5.72306 -0.63671
H 2.64432 -5.13506 -0.79759
H -0.75563 -0.70283 1.43057
H -1.18595 1.10360 1.06119
H -2.95890 -0.22874 2.59660
H -2.85349 -2.54463 1.80825
H -3.45499 -2.14591 -0.02866
H -4.61967 -1.93309 1.54525
H -3.60451 1.86516 0.94436
H -5.03356 0.87772 1.74579
H -4.02348 0.35881 -1.37208
H -5.77985 -1.35584 -1.24286
H -7.09123 0.08041 -0.93633
H -6.22414 -0.81667 0.55474
H -4.62538 2.87451 -1.19148
H -6.08488 2.46173 -0.01229
H -6.25721 1.95451 -1.81857
```

[2]
Here is a single C4H5FO3 molecule in a non-equilibrium geometry from OMol25. Energies are from ωB97M-V with the def2-TZVPD basis set.

Computed properties:
Energy above the lowest of the compared OMol25 structures with the same formula, charge and spin (kcal/mol): 41.4
SMILES: O=C(O)/C(F)=C\CO
LUMO (Ha): -0.014
Total energy (eV): -13086.3859
Orbital gap (Eh): 0.36492
HOMO (eV): -10.307

The geometry in XYZ format:
```
13
C4H5FO3, DFT ωB97M-V with the def2-TZVPD basis set
O 2.66268 -0.19404 0.28973
C 1.43196 -0.44000 -0.02285
O 0.91165 -1.76283 -0.20774
C 0.37308 0.67045 0.09633
F 1.05870 1.83461 -0.27035
C -0.95830 0.74845 0.18152
C -1.78117 -0.45996 0.23413
O -3.21070 -0.17529 -0.03530
H 1.65914 -2.25667 -0.69029
H -1.64977 1.62406 0.17315
H -1.90558 -0.82969 1.18580
H -1.65971 -1.30273 -0.51134
H -3.27479 0.19714 -1.03246
```

[3]
Here is a molecular structure, ClNa5 in a non-equilibrium geometry from OMol25. Energies are from ωB97M-V with the def2-TZVPD basis set.

Computed properties:
Energy above the lowest of the compared OMol25 structures with the same formula, charge and spin (kcal/mol): 23.0
Net charge: +4
LUMO (Ha): -0.578
Total energy (eV): -34566.0034
Orbital gap (Eh): 0.44063
HOMO (eV): -27.708

The geometry in XYZ format:
```
6
ClNa5, DFT ωB97M-V with the def2-TZVPD basis set
Na 2.10023 -1.23778 -1.29118
Na -2.16815 -1.66096 -0.42274
Na -1.90641 2.23517 -1.10736
Na 0.28632 -1.39382 1.93986
Na 1.75075 1.91752 1.22515
Cl -0.06276 0.13989 -0.34374
```

[4]
Here is 5 unconnected molecules or ions with the total composition C11H22Cl8F3N2 in a non-equilibrium geometry from OMol25. Energies are from ωB97M-V with the def2-TZVPD basis set.

Computed properties:
Energy above the lowest of the compared OMol25 structures with the same formula, charge and spin (kcal/mol): 27.3
Net charge: +1
LUMO (Ha): -0.119
Total energy (eV): -123068.8858
Orbital gap (Eh): 0.33428
HOMO (eV): -12.346

The geometry in XYZ format:
```
46
C11H22Cl8F3N2, DFT ωB97M-V with the def2-TZVPD basis set
F -0.72207 2.80771 3.16025
C 0.42465 2.07686 2.81228
F 1.27446 3.00227 2.16758
F 1.14780 1.66119 3.94921
C 0.16337 0.85886 1.84481
C -0.92984 -0.17384 2.35745
C -2.44042 0.30802 2.17383
C -2.98575 0.73721 3.61788
N -4.19959 1.63017 3.60118
C -4.24095 2.60670 2.46616
C -4.07996 1.72186 1.11672
N -2.64139 1.30121 1.09284
H -0.10742 1.29716 0.82568
H 1.16694 0.33782 1.67658
H -0.76003 -1.14459 1.77707
H -0.69143 -0.37395 3.46008
H -3.03509 -0.62158 1.86810
H -3.31112 -0.22992 4.13927
H -2.18777 1.17676 4.30708
H -5.03245 1.01908 3.52545
H -4.21589 2.19064 4.47482
H -5.16537 3.26532 2.44839
H -3.35434 3.32637 2.53203
H -4.39434 2.30796 0.20553
H -4.73776 0.79020 1.22455
H -2.11248 2.16755 1.24077
C 0.89766 -1.67143 -1.49808
Cl 0.64924 0.07795 -1.51399
Cl 0.08551 -2.43664 -0.12448
H 0.49827 -2.09017 -2.41952
H 1.96295 -1.87340 -1.43224
C 2.94182 1.89476 -3.66792
Cl 1.61379 1.58082 -4.79212
Cl 4.50038 1.46621 -4.38199
H 2.94769 2.95305 -3.41530
H 2.79070 1.30118 -2.76908
C 4.50284 -3.48833 -1.54290
Cl 4.29037 -2.09014 -2.60312
Cl 3.65757 -3.25936 -0.00476
H 4.10349 -4.37164 -2.03755
H 5.56420 -3.62350 -1.34607
C 3.16765 -3.76726 -6.20815
Cl 4.25535 -4.38766 -4.95931
Cl 2.94488 -2.02013 -6.05492
H 3.59275 -3.98498 -7.18547
H 2.20111 -4.25639 -6.10863
```

[5]
Here is 18 unconnected molecules or ions with the total composition C61H165N10O26 in a non-equilibrium geometry from OMol25. Energies are from ωB97M-V with the def2-TZVPD basis set.

Computed properties:
Energy above the lowest of the compared OMol25 structures with the same formula, charge and spin (kcal/mol): 147.8
Net charge: -1
LUMO (Ha): 0.047
Total energy (eV): -134049.4142
Orbital gap (Eh): 0.12077
HOMO (eV): -2.003

The geometry in XYZ format:
```
262
C61H165N10O26, DFT ωB97M-V with the def2-TZVPD basis set
C -2.89600 0.29366 0.36195
C -1.79828 -0.85187 0.37757
C -1.04287 -0.66858 -0.97326
C -0.00454 0.42081 -1.11628
C 1.02046 0.31553 0.04043
C 0.33735 0.20449 1.43406
N -0.75944 -0.80467 1.44007
O -1.32786 -0.93706 2.80001
C -0.12800 1.65345 1.77295
C 1.44915 -0.16915 2.49532
C -2.37128 -2.34119 0.31724
H -3.71628 0.05745 -0.31587
H -2.62637 1.33146 0.16610
H -3.37639 0.29778 1.34036
H -1.74998 -0.42100 -1.76497
H -0.55317 -1.59450 -1.27487
H -0.51462 1.38103 -1.19310
H 0.50814 0.30063 -2.07064
H 1.58452 1.23162 -0.13478
H 1.76446 -0.46795 -0.10349
H -0.68788 2.23365 1.03946
H 0.71203 2.31608 1.98118
H -0.51837 1.58854 2.78858
H 0.98609 -0.18003 3.48201
H 2.27708 0.53881 2.45753
H 1.84077 -1.16363 2.28141
H -3.03796 -2.56591 1.14980
H -1.49266 -2.98625 0.32058
H -3.05588 -2.41883 -0.52739
C -7.95717 9.30084 9.58168
C -6.79419 8.46636 9.06527
C -6.80028 8.21069 7.56677
O -6.09775 7.04969 7.29705
C -5.61078 6.94427 5.97420
N -5.59057 8.96451 9.60137
H -8.89960 8.96478 9.14929
H -7.82970 10.36159 9.36565
H -8.00721 9.14459 10.65926
H -6.86614 7.44216 9.43124
H -6.41125 9.09480 7.06169
H -7.78918 8.02146 7.14916
H -6.38430 7.17524 5.24180
H -5.20864 5.97584 5.67667
H -4.85905 7.66304 5.64805
H -5.49676 9.82282 9.07735
H -4.82996 8.36052 9.32431
C 3.91863 -5.25778 -13.65224
C 4.36637 -6.33352 -12.65128
C 3.56681 -6.35855 -11.30794
O 3.47270 -5.08044 -10.78752
C 2.64196 -5.04273 -9.58024
N 4.36180 -7.57426 -13.33930
H 4.36880 -5.29531 -14.64423
H 4.11119 -4.28012 -13.21041
H 2.86341 -5.34856 -13.90987
H 5.38975 -6.07062 -12.38354
H 4.16127 -6.90150 -10.57315
H 2.57785 -6.72404 -11.58446
H 2.51551 -3.98575 -9.34591
H 3.05166 -5.62353 -8.75384
H 1.62617 -5.41937 -9.70025
H 3.47322 -7.73305 -13.79241
H 4.92750 -7.42721 -14.16298
C -7.53875 4.56590 -8.43722
C -6.78611 5.93667 -8.46564
C -5.79680 6.12730 -7.30957
O -6.41308 5.92759 -6.07710
C -5.50591 6.21082 -4.98544
N -6.04671 5.82566 -9.74595
H -6.82445 3.75384 -8.57292
H -8.30726 4.49622 -9.20706
H -8.09352 4.46082 -7.50486
H -7.56455 6.69946 -8.44828
H -5.32924 7.11098 -7.35267
H -4.94334 5.45246 -7.37501
H -5.41276 7.29669 -5.00334
H -4.47528 5.85718 -4.95643
H -5.94231 6.01848 -4.00530
H -5.46561 6.65174 -9.75014
H -5.31004 5.13496 -9.72752
C -4.27159 -3.48979 -11.54354
C -5.41074 -2.59976 -10.93438
C -5.08639 -2.26920 -9.43338
O -6.32551 -1.86313 -8.90944
C -6.29998 -1.57443 -7.52653
N -5.41111 -1.41143 -11.78824
H -4.17960 -4.42159 -10.98551
H -3.33097 -2.94791 -11.64203
H -4.70157 -3.71728 -12.51897
H -6.40084 -3.04564 -11.02928
H -4.33857 -1.48904 -9.29118
H -4.68956 -3.04849 -8.78274
H -7.32997 -1.39615 -7.21759
H -5.76935 -0.69108 -7.17126
H -6.03109 -2.40897 -6.87896
H -5.92406 -0.80514 -11.16421
H -4.46014 -1.09479 -11.66379
C 8.07126 -1.83729 -6.88858
C 7.35746 -0.47885 -7.18479
C 8.27594 0.75816 -6.81870
O 8.50849 0.87966 -5.43406
C 7.43407 0.83910 -4.58725
N 6.96961 -0.50415 -8.52998
H 7.55220 -2.75438 -7.16719
H 8.18038 -1.85868 -5.80426
H 9.06095 -2.02032 -7.30705
H 6.47483 -0.55328 -6.54955
H 7.76912 1.67368 -7.12374
H 9.23875 0.71478 -7.32784
H 6.63818 1.50661 -4.91752
H 7.77636 1.13522 -3.59566
H 6.98342 -0.15337 -4.59284
H 6.38670 -1.32441 -8.61644
H 6.37020 0.30225 -8.63257
C 15.08759 -5.41310 -0.59673
C 14.31869 -4.10501 -0.20199
C 12.82181 -4.30223 0.12733
O 12.10812 -3.09301 0.13013
C 10.72682 -3.12685 0.50384
N 14.90703 -3.37080 0.84745
H 14.69072 -5.82382 -1.52512
H 15.01129 -6.15075 0.20212
H 16.15399 -5.23966 -0.74098
H 14.23542 -3.52888 -1.12354
H 12.62218 -4.87529 1.03279
H 12.34510 -4.95456 -0.60433
H 10.57237 -3.60245 1.47237
H 10.03839 -3.32550 -0.31756
H 10.40320 -2.14065 0.83667
H 15.88423 -3.22852 0.63550
H 14.65084 -2.39392 0.86071
C -0.83069 -14.89852 -6.03549
C -0.84883 -13.40660 -6.31974
C -1.62429 -12.42348 -5.35394
O -1.99316 -11.19653 -5.97384
C -2.56876 -10.23961 -5.08389
N 0.51443 -12.97048 -6.40503
H -0.22531 -15.24202 -5.19667
H -0.60412 -15.36914 -6.99220
H -1.84785 -15.24394 -5.85068
H -1.28078 -13.31221 -7.31604
H -1.06876 -12.14081 -4.45975
H -2.36988 -13.02464 -4.83356
H -3.61853 -10.43559 -4.86552
H -2.54205 -9.24932 -5.53855
H -1.98285 -10.15693 -4.16848
H 0.40978 -11.96714 -6.45459
H 1.01239 -13.08045 -5.53322
C -0.56983 11.91886 -0.96176
C -0.25060 10.98336 0.25321
C 1.01523 10.16534 -0.05532
O 0.81805 9.55278 -1.31741
C 1.98136 9.14036 -1.85029
N -0.18449 11.64610 1.50415
H 0.18247 12.69228 -1.11659
H -1.47190 12.47530 -0.70731
H -0.67517 11.35368 -1.88781
H -0.98546 10.21005 0.47701
H 1.23908 9.44385 0.73046
H 1.88470 10.81650 0.03475
H 2.40725 8.30890 -1.28870
H 2.71595 9.94559 -1.86037
H 1.80969 8.77678 -2.86342
H 0.62954 12.24250 1.46212
H 0.21459 11.00860 2.17826
C 2.55627 10.14396 14.72618
C 2.93616 8.95050 13.77299
C 2.00506 8.97969 12.50900
O 2.27581 7.87351 11.71132
C 1.36600 7.69196 10.57104
N 4.33420 9.13999 13.36585
H 3.34411 10.37143 15.44427
H 1.70233 9.95288 15.37608
H 2.27652 11.05990 14.20570
H 2.88298 8.00239 14.30811
H 2.13101 9.88502 11.91519
H 0.98506 8.87883 12.87983
H 1.72962 6.79180 10.07546
H 1.47932 8.52284 9.87469
H 0.35779 7.54607 10.95877
H 4.58214 9.97075 12.84772
H 4.52882 8.43378 12.67052
C 3.25359 -1.70804 12.36001
C 3.32956 -2.36654 10.95297
O 2.29480 -3.25502 10.79097
O 2.24391 -0.74705 12.52004
H 4.23397 -1.36310 12.68861
H 3.03527 -2.43825 13.13925
H 4.20117 -3.00593 10.81304
H 3.21331 -1.68465 10.11058
H 2.42261 -3.84557 10.04497
H 2.64947 0.07281 12.22860
C -1.63590 -7.59915 4.83497
C -2.50383 -7.39882 6.03471
O -3.31818 -6.26190 6.03056
O -0.57834 -6.71969 4.75425
H -2.34296 -7.48605 4.01317
H -1.27600 -8.62774 4.85918
H -1.96009 -7.49167 6.97483
H -3.14626 -8.27592 6.11273
H -2.83718 -5.57027 5.57025
H -0.85870 -5.82356 4.55440
C -9.21314 -7.37895 4.00660
C -9.92802 -6.01844 3.71001
O -9.41707 -4.97367 4.39529
O -9.54490 -7.67484 5.32693
H -8.13901 -7.43469 3.82984
H -9.72237 -8.09999 3.36716
H -10.97032 -6.06982 4.02476
H -9.83012 -5.72445 2.66498
H -9.92291 -4.21789 4.08787
H -9.22980 -8.57842 5.40341
C 0.58941 2.20118 -9.85192
C 1.57472 3.26178 -9.32560
O 2.48032 3.63372 -10.32834
O -0.36635 2.77342 -10.69548
H 0.23168 1.73965 -8.93154
H 1.11910 1.48264 -10.47740
H 2.19551 2.75481 -8.58689
H 1.10184 4.10903 -8.82897
H 2.24509 4.50517 -10.65521
H 0.17568 3.21466 -11.35359
C -5.54414 1.70212 11.17890
C -4.53171 1.40242 10.01378
O -5.08066 0.46507 9.09498
O -5.91081 0.52517 11.79081
H -6.50606 2.12141 10.88395
H -5.21478 2.40213 11.94676
H -3.63155 0.94501 10.42438
H -4.17549 2.32888 9.56335
H -4.40850 0.37397 8.41565
H -6.59474 0.72024 12.43562
C -11.61611 1.71563 4.41091
C -10.53471 1.57752 5.51535
O -10.94537 0.78551 6.59547
O -11.76034 0.54414 3.66010
H -11.20514 2.43743 3.70506
H -12.54993 2.09496 4.82586
H -10.36227 2.58139 5.90344
H -9.59767 1.16810 5.13794
H -11.46812 1.25450 7.24997
H -12.60385 0.63931 3.21173
C 3.27854 -8.01544 -1.38430
C 4.62058 -7.85913 -2.11408
O 4.67781 -8.68068 -3.26509
O 3.25378 -9.15148 -0.54195
H 2.50127 -8.06706 -2.14673
H 3.04629 -7.11233 -0.81991
H 5.52407 -8.00729 -1.52259
H 4.78900 -6.84524 -2.47709
H 4.55857 -9.55318 -2.88284
H 3.62344 -8.89611 0.30642
C 7.89291 3.84904 8.26040
C 8.01338 3.61448 9.80714
O 6.63167 3.72615 10.23236
O 7.47339 5.18285 7.93126
H 7.21566 3.10019 7.84973
H 8.84352 3.59474 7.79161
H 8.57191 4.41563 10.29119
H 8.42650 2.64490 10.08524
H 6.26161 4.47585 9.76055
H 7.72992 5.36695 7.02467
```

[6]
Here is 2 unconnected molecules or ions with the total composition C2H7N2S in a non-equilibrium geometry from OMol25. Energies are from ωB97M-V with the def2-TZVPD basis set.

Computed properties:
Energy above the lowest of the compared OMol25 structures with the same formula, charge and spin (kcal/mol): 28.3
Net charge: -1
LUMO (Ha): 0.144
Total energy (eV): -16002.7616
Orbital gap (Eh): 0.23376
HOMO (eV): -2.442

The geometry in XYZ format:
```
12
C2H7N2S, DFT ωB97M-V with the def2-TZVPD basis set
C -2.81602 1.04429 1.32379
S -2.23935 0.13219 -0.19309
H -2.19413 1.83600 1.64068
H -3.88837 1.47322 1.24311
H -2.95513 0.43158 2.23516
N 1.45583 -0.49501 0.01817
C 2.17183 -1.04891 -1.05430
N 3.13156 -0.39027 -1.66668
H 1.31184 0.51756 0.03410
H 0.74039 -0.90354 0.41623
H 1.75534 -1.92267 -1.49058
H 3.52621 -0.67444 -2.50659
```